1.
Molecular formula: C44H47GeN3O3STaTe
Method: DFT, ωB97M-V/def2-TZVPD

Positions of all 101 atoms, in Å:
Ta1 0.850 0.501 0.998
C1 6.645 -2.219 -2.305
C2 6.664 -1.616 -0.901
C3 7.624 -0.413 -0.877
C4 7.141 -2.682 0.103
C5 5.298 -1.134 -0.466
C6 5.119 -0.526 0.785
C7 3.886 -0.068 1.162
N1 2.800 -0.168 0.360
C8 2.930 -0.816 -0.825
C9 4.152 -1.284 -1.253
C10 1.661 -1.008 -1.554
C11 1.551 -1.585 -2.793
C12 0.295 -1.777 -3.393
C13 -0.816 -1.375 -2.650
C14 -0.648 -0.799 -1.415
N2 0.566 -0.587 -0.868
C15 0.185 -2.434 -4.751
C16 -1.228 -2.316 -5.325
C17 1.181 -1.787 -5.726
C18 0.535 -3.924 -4.562
H1 7.655 -2.525 -2.572
H2 6.318 -1.497 -3.057
H3 6.015 -3.109 -2.359
H4 8.611 -0.744 -1.200
H5 7.731 0.010 0.122
H6 7.294 0.374 -1.557
H7 8.129 -3.030 -0.196
H8 6.470 -3.542 0.119
H9 7.225 -2.286 1.115
H10 5.944 -0.409 1.472
H11 3.735 0.401 2.126
H12 4.222 -1.787 -2.205
H13 2.442 -1.899 -3.316
H14 -1.825 -1.490 -3.022
H15 -1.510 -0.495 -0.836
H16 -1.540 -1.273 -5.415
H17 -1.963 -2.854 -4.723
H18 -1.244 -2.756 -6.321
H19 1.024 -0.711 -5.804
H20 1.037 -2.219 -6.716
H21 2.219 -1.971 -5.448
H22 -0.166 -4.414 -3.886
H23 1.546 -4.057 -4.172
H24 0.483 -4.425 -5.528
Ge1 -3.033 2.945 -1.708
C19 -3.855 4.296 -0.645
C20 -3.569 5.628 -0.951
C21 -4.196 6.648 -0.248
C22 -5.098 6.339 0.761
C23 -5.386 5.015 1.066
C24 -4.775 3.991 0.359
C25 -3.758 1.183 -1.967
C26 -4.161 0.396 -0.885
C27 -4.690 -0.868 -1.103
C28 -4.833 -1.347 -2.401
C29 -4.436 -0.570 -3.480
C30 -3.891 0.691 -3.265
H25 -2.250 3.480 -2.901
H26 -2.888 5.878 -1.757
H27 -3.995 7.680 -0.502
H28 -5.596 7.134 1.298
H29 -6.109 4.781 1.837
H30 -5.039 2.963 0.576
H31 -4.075 0.767 0.130
H32 -5.016 -1.469 -0.265
H33 -5.274 -2.321 -2.570
H34 -4.567 -0.935 -4.491
H35 -3.594 1.292 -4.117
N3 -1.457 2.354 -0.577
C31 -0.633 1.790 -0.009
C32 -2.462 -3.943 7.323
C33 -1.894 -3.189 6.165
C34 -2.259 -1.850 5.954
C35 -1.742 -1.126 4.906
C36 -0.834 -1.772 4.056
C37 -0.445 -3.104 4.229
C38 -0.988 -3.798 5.291
S1 -0.197 -0.922 2.746
O1 -1.105 -0.602 1.601
O2 0.325 0.484 3.056
O3 1.004 -1.519 2.096
H36 -3.549 -3.857 7.343
H37 -2.091 -3.523 8.260
H38 -2.193 -4.996 7.290
H39 -2.959 -1.379 6.631
H40 -2.020 -0.092 4.748
H41 0.261 -3.569 3.555
H42 -0.704 -4.829 5.450
Te1 2.017 2.853 1.255
C39 0.410 3.665 2.375
C40 -0.592 4.355 1.710
C41 -1.605 4.932 2.463
C42 -1.595 4.824 3.847
C43 -0.580 4.133 4.493
C44 0.434 3.533 3.758
H43 -0.589 4.457 0.629
H44 -2.395 5.472 1.960
H45 -2.380 5.291 4.427
H46 -0.567 4.064 5.573
H47 1.226 2.993 4.261

Forces on atoms 1 to 6 (eV/Å):
Ta -0.1 0.2 -0.1
C 0.0 0.0 0.0
C 0.0 0.0 0.0
C 0.0 0.0 0.0
C 0.0 0.0 0.0
C 0.0 0.0 0.0

HOMO level   -15.7457 eV
Energy   -4894.1867 Eh
Energy above the lowest of the compared OMol25 structures with the same formula, charge and spin   0.0 kcal/mol
Orbital gap   5.76 eV
Max |F|   0.3 eV Å⁻¹
Charge   +3

***

2.
Molecular formula: C44H49ClDyN3O5P2Si
Method: DFT, ωB97M-V/def2-TZVPD

Positions of all 106 atoms, in Å:
Dy1 -1.015 -0.631 -0.312
C1 -1.149 -2.579 2.797
Si1 0.132 -2.833 1.403
C2 1.956 -2.249 1.751
C3 2.893 -3.215 2.084
C4 4.099 -2.741 2.607
C5 4.400 -1.413 2.887
C6 3.444 -0.481 2.550
C7 2.290 -0.824 1.800
P1 1.240 0.503 1.163
C8 2.352 1.727 0.367
C9 1.778 3.004 0.258
C10 2.510 4.055 -0.276
C11 3.844 3.859 -0.609
C12 4.522 2.646 -0.290
C13 3.732 1.506 0.000
C14 0.963 1.417 2.711
C15 1.747 2.403 3.247
C16 1.423 3.053 4.440
C17 0.323 2.577 5.181
C18 -0.395 1.497 4.678
C19 -0.171 0.976 3.400
C20 0.258 -4.670 1.240
C21 0.385 -5.773 2.176
C22 0.550 -7.108 1.712
C23 0.348 -7.418 0.365
C24 -0.044 -6.363 -0.514
C25 -0.156 -4.977 -0.104
P2 -0.230 -3.578 -1.325
C26 -1.757 -3.703 -2.219
C27 -1.734 -4.134 -3.559
C28 -2.873 -4.032 -4.312
C29 -4.080 -3.665 -3.745
C30 -4.153 -3.439 -2.353
C31 -2.953 -3.500 -1.542
C32 1.192 -3.776 -2.446
C33 1.493 -2.886 -3.496
C34 2.626 -3.021 -4.288
C35 3.577 -4.028 -4.072
C36 3.266 -4.949 -3.113
C37 2.093 -4.848 -2.285
H1 -2.038 -2.012 2.505
H2 -0.808 -2.161 3.739
H3 -1.503 -3.594 3.026
H4 2.653 -4.201 2.036
H5 4.788 -3.514 2.970
H6 5.316 -1.120 3.396
H7 3.544 0.558 2.917
H8 0.827 3.253 0.790
H9 2.130 5.065 -0.349
H10 4.338 4.674 -1.064
H11 5.601 2.574 -0.137
H12 4.197 0.608 0.244
H13 2.663 2.625 2.685
H14 2.059 3.784 4.844
H15 0.085 3.059 6.131
H16 -1.141 0.953 5.230
H17 -0.761 0.182 2.996
H18 0.510 -5.593 3.275
H19 0.757 -7.849 2.446
H20 0.579 -8.385 -0.016
H21 -0.199 -6.568 -1.580
H22 -0.846 -4.608 -4.002
H23 -2.845 -4.294 -5.337
H24 -4.935 -3.484 -4.372
H25 -5.088 -3.144 -1.954
H26 -3.049 -3.319 -0.489
H27 0.808 -2.066 -3.789
H28 2.832 -2.242 -4.995
H29 4.534 -4.013 -4.548
H30 3.839 -5.838 -2.881
H31 1.934 -5.595 -1.527
N1 -4.125 6.831 1.795
C38 -2.646 7.099 1.495
C39 -2.388 6.382 0.160
N2 -2.626 4.920 0.348
C40 -4.080 4.604 0.768
C41 -4.425 5.346 2.043
H32 -4.693 7.258 0.946
H33 -4.472 7.326 2.639
H34 -2.016 6.706 2.266
H35 -2.447 8.201 1.392
H36 -1.350 6.515 -0.137
H37 -2.878 6.848 -0.676
H38 -2.248 4.479 -0.512
H39 -4.209 3.534 0.902
H40 -4.758 4.844 -0.092
H41 -3.786 5.069 2.819
H42 -5.480 5.354 2.364
O1 -4.106 -0.072 2.019
Cl1 -3.492 0.338 0.833
O2 -3.334 -0.858 -0.038
O3 -4.184 1.376 0.019
O4 -2.089 0.946 1.009
C42 1.453 1.363 -3.942
N3 0.407 2.221 -3.427
C43 0.337 3.529 -3.997
C44 -0.440 1.757 -2.538
O5 -0.352 0.585 -1.956
H43 2.309 1.862 -4.349
H44 0.994 0.663 -4.658
H45 1.865 0.785 -3.064
H46 -0.083 3.587 -4.992
H47 1.309 4.018 -4.107
H48 -0.205 4.168 -3.253
H49 -1.268 2.292 -2.225

Forces on atoms 1 to 6 (eV/Å):
Dy 0.3 -2.3 0.2
C -0.2 -0.3 0.2
Si 0.9 1.1 1.4
C -1.4 1.9 -1.1
C 0.9 4.2 0.7
C 1.0 -1.6 0.7

HOMO level (spin up / spin down)   -10.6207 / -10.3213 eV
Energy   -4563.1169 Eh
Orbital gap (spin up / spin down)   5.95 / 5.77 eV
2S+1   6
Max |F|   4.7 eV Å⁻¹
Charge   +2

***

3.
Molecular formula: C44H49N6O5S3SiSn
Method: DFT, ωB97M-V/def2-TZVPD

Positions of all 109 atoms, in Å:
Sn1 0.862 -0.032 0.464
C1 2.620 0.188 4.162
C2 3.618 0.119 3.053
N1 3.341 -0.017 1.785
C3 4.488 -0.058 1.009
C4 5.642 0.047 1.715
S1 5.307 0.205 3.382
C5 4.413 -0.238 -0.447
C6 5.485 -0.312 -1.281
S2 4.971 -0.595 -2.883
C7 3.332 -0.600 -2.358
N2 3.197 -0.389 -1.077
C8 2.219 -0.871 -3.323
H1 1.661 0.519 3.774
H2 2.960 0.878 4.935
H3 2.496 -0.794 4.626
H4 6.659 0.037 1.356
H5 6.534 -0.221 -1.047
H6 2.608 -0.960 -4.337
H7 1.469 -0.082 -3.297
H8 1.716 -1.803 -3.065
C9 1.393 3.450 3.861
Si1 0.415 3.066 2.292
C10 -1.088 4.194 2.128
C11 1.668 3.435 0.924
N3 0.021 1.367 2.230
C12 -0.625 0.769 3.296
C13 -1.290 1.470 4.321
C14 -1.842 0.839 5.423
C15 -1.748 -0.534 5.557
C16 -1.116 -1.264 4.560
C17 -0.594 -0.630 3.443
O1 0.109 -1.318 2.420
C18 0.182 -2.704 2.501
C19 -0.958 -3.482 2.378
C20 -0.858 -4.857 2.541
C21 0.377 -5.445 2.788
C22 1.521 -4.660 2.843
C23 1.422 -3.280 2.709
H9 1.378 4.528 4.062
H10 2.439 3.161 3.715
H11 1.019 2.944 4.754
H12 -0.842 5.081 1.532
H13 -1.426 4.554 3.103
H14 -1.931 3.690 1.648
H15 2.377 4.183 1.296
H16 1.205 3.855 0.031
H17 2.242 2.547 0.636
H18 -1.376 2.546 4.228
H19 -2.343 1.425 6.185
H20 -2.160 -1.040 6.420
H21 -1.027 -2.334 4.667
H22 -1.911 -3.007 2.171
H23 -1.752 -5.464 2.477
H24 0.445 -6.516 2.934
H25 2.488 -5.119 3.002
H26 2.297 -2.644 2.775
O2 -3.650 7.907 -3.349
S3 -4.236 6.952 -4.278
O3 -5.081 5.993 -3.590
O4 -4.920 7.597 -5.376
C24 -2.811 6.001 -4.924
N4 -2.418 6.158 -6.173
C25 -1.365 5.424 -6.532
C26 -0.723 4.571 -5.648
C27 -1.205 4.510 -4.347
N5 -2.269 5.234 -3.991
C28 -0.625 3.645 -3.284
C29 -1.387 3.351 -2.157
C30 -0.854 2.523 -1.190
N6 0.358 1.969 -1.291
C31 1.111 2.304 -2.340
C32 0.666 3.132 -3.354
H27 -1.041 5.529 -7.560
H28 0.109 3.964 -5.977
H29 -2.374 3.780 -2.060
H30 -1.401 2.299 -0.280
H31 2.120 1.906 -2.350
H32 1.328 3.388 -4.172
C33 1.797 -3.532 -0.565
C34 0.745 -4.638 -0.634
C35 0.946 -5.434 -1.938
C36 -0.723 -4.237 -0.545
C37 -1.612 -5.271 -0.377
C38 -2.991 -5.066 -0.393
C39 -3.503 -3.789 -0.650
C40 -2.687 -2.701 -0.838
C41 -3.390 -1.406 -1.216
C42 -4.076 -1.589 -2.583
C43 -2.548 -0.137 -1.264
C44 -1.247 -2.877 -0.664
O5 -0.478 -1.893 -0.573
H33 2.788 -3.975 -0.691
H34 1.768 -3.012 0.391
H35 1.647 -2.799 -1.352
H36 0.932 -5.317 0.203
H37 0.756 -4.797 -2.807
H38 0.271 -6.288 -1.994
H39 1.971 -5.804 -1.993
H40 -1.232 -6.276 -0.233
H41 -3.667 -5.901 -0.253
H42 -4.576 -3.651 -0.714
H43 -4.178 -1.247 -0.473
H44 -3.323 -1.746 -3.360
H45 -4.649 -0.695 -2.831
H46 -4.755 -2.440 -2.588
H47 -1.726 -0.239 -1.976
H48 -2.127 0.089 -0.284
H49 -3.174 0.698 -1.582

Forces on atoms 1 to 6 (eV/Å):
Sn -0.1 1.0 1.4
C 0.1 -0.1 0.0
C 0.1 0.0 0.1
N -0.1 0.0 -0.3
C -0.1 0.0 0.1
C 0.2 0.0 0.1

HOMO level (spin up / spin down)   -9.4557 / -9.4556 eV
Energy   -4108.9333 Eh
Orbital gap (spin up / spin down)   3.51 / 4.97 eV
Max |F|   1.8 eV Å⁻¹
Charge   +1

***

4.
Molecular formula: C44H50Cl2N10O4OsSe2
Method: DFT, ωB97M-V/def2-TZVPD

Positions of all 113 atoms, in Å:
Os1 0.022 -0.214 2.128
Se1 2.735 0.934 4.716
Se2 1.832 -1.049 5.395
C1 -0.003 -0.462 5.470
C2 -0.772 -0.801 6.572
C3 -2.007 -0.200 6.722
C4 -2.393 0.752 5.788
C5 -1.569 1.009 4.709
N1 -0.402 0.383 4.519
C6 3.222 0.391 2.933
C7 4.453 0.803 2.430
C8 4.942 0.199 1.288
C9 4.197 -0.832 0.726
C10 2.963 -1.134 1.264
N2 2.436 -0.501 2.320
H1 -0.386 -1.498 7.300
H2 -2.636 -0.435 7.566
H3 -3.314 1.297 5.904
H4 -1.840 1.751 3.970
H5 5.013 1.554 2.968
H6 5.902 0.479 0.881
H7 4.578 -1.402 -0.106
H8 2.363 -1.929 0.854
C11 1.061 2.948 2.475
N3 0.268 3.557 1.441
C12 -0.438 4.766 1.808
C13 0.004 2.894 0.308
N4 0.230 1.574 0.291
C14 0.484 0.858 -0.830
C15 0.680 1.275 -2.101
C16 0.081 -0.596 -3.752
C17 -0.058 -1.961 -3.147
C18 -0.169 -2.364 -1.887
C19 -0.181 -1.571 -0.598
N5 0.068 -2.224 0.663
C20 0.369 -3.487 0.857
N6 0.497 -3.982 2.101
C21 0.036 -3.305 3.287
C22 1.019 -5.306 2.370
N7 0.617 -4.364 -0.196
C23 1.863 -4.263 -0.923
C24 -0.069 -5.638 -0.307
N8 -0.318 3.650 -0.783
C25 -1.484 3.468 -1.624
C26 0.381 4.905 -0.980
H9 1.491 3.727 3.105
H10 1.865 2.373 2.013
H11 0.450 2.275 3.096
H12 -0.672 4.726 2.872
H13 -1.374 4.823 1.254
H14 0.166 5.658 1.627
H15 0.695 2.294 -2.418
H16 0.493 -0.730 -4.756
H17 -0.204 -2.717 -3.908
H18 -0.425 -3.397 -1.724
H19 0.036 -2.218 3.119
H20 0.706 -3.536 4.116
H21 -0.980 -3.613 3.541
H22 1.665 -5.655 1.572
H23 0.211 -6.025 2.529
H24 1.619 -5.257 3.279
H25 2.173 -3.222 -0.993
H26 1.726 -4.659 -1.929
H27 2.662 -4.834 -0.435
H28 -0.904 -5.674 0.387
H29 0.593 -6.489 -0.128
H30 -0.465 -5.738 -1.323
H31 -2.258 2.951 -1.065
H32 -1.265 2.926 -2.549
H33 -1.867 4.454 -1.888
H34 1.324 4.893 -0.436
H35 -0.202 5.778 -0.683
H36 0.600 5.001 -2.045
Cl1 0.227 2.600 -4.953
C27 1.804 1.904 -4.859
C28 2.803 2.416 -5.680
C29 4.079 1.888 -5.640
C30 4.376 0.831 -4.796
C31 3.380 0.324 -3.981
Cl2 3.728 -1.000 -2.917
C32 2.087 0.851 -3.989
N9 1.124 0.280 -3.062
C33 -1.326 -0.047 -3.933
C34 -1.669 0.202 -5.267
C35 -2.935 0.591 -5.650
C36 -3.916 0.708 -4.682
C37 -3.592 0.455 -3.365
C38 -2.316 0.069 -2.948
C39 -2.194 -0.033 -1.435
C40 -1.698 -1.255 -0.698
O1 -2.462 -2.041 -0.203
O2 0.766 -0.478 -0.597
H37 2.573 3.236 -6.342
H38 4.848 2.301 -6.272
H39 5.368 0.407 -4.768
H40 1.673 -0.406 -2.495
H41 -0.911 0.082 -6.028
H42 -3.150 0.780 -6.689
H43 -4.921 1.003 -4.938
H44 -4.373 0.544 -2.624
H45 -3.213 0.070 -1.055
H46 -1.635 0.833 -1.087
O3 -2.658 2.623 0.890
C41 -2.986 1.537 1.331
C42 -4.422 1.061 1.534
C43 -4.270 -0.347 2.104
C44 -2.778 -0.482 2.254
O4 -2.141 -1.387 2.792
N10 -2.121 0.578 1.743
H47 -4.967 1.105 0.591
H48 -4.918 1.753 2.217
H49 -4.627 -1.117 1.419
H50 -4.767 -0.485 3.064

Forces on atoms 1 to 6 (eV/Å):
Os 0.1 1.6 0.1
Se 1.3 4.2 -2.1
Se -2.4 -4.1 0.8
C 1.2 -0.1 0.4
C -0.2 0.0 0.2
C 0.1 0.0 -0.1

HOMO level (spin up / spin down)   -9.7814 / -12.0987 eV
Energy   -8368.3624 Eh
Orbital gap (spin up / spin down)   5.01 / 4.65 eV
2S+1   5
Max |F|   4.9 eV Å⁻¹
Charge   +2